1.
Computed, not measured: a 12-piece molecular cluster, C60H64N8O20 overall at a distorted geometry, with ωB97M-V/def2-TZVPD.

Calculated values
largest force on an atom = 4.07 eV/Å
frontier orbital gap = 8.235 eV
DFT total energy = -4266.83337 a.u.
LUMO = -0.828 eV

XYZ file:
```
152
C60H64N8O20, DFT ωB97M-V/def2-TZVPD
O 3.669 -1.436 3.400
O -1.771 -2.961 -8.131
O 5.333 3.259 -1.895
O -4.830 3.922 1.364
O -2.298 -7.211 0.822
O 0.731 4.813 -1.690
O 2.078 -1.930 1.997
O -3.368 2.654 2.200
O 1.041 5.379 0.320
O -2.838 -1.491 -7.070
O 0.915 -1.829 6.453
O 4.988 -4.837 -3.671
O -1.729 -0.578 -0.948
O 5.760 -3.818 -5.384
O 2.948 -4.991 -0.342
O 0.993 -4.131 -0.886
O -0.270 -0.420 7.496
O -1.091 -5.779 -0.200
O 2.709 1.586 2.702
O 0.709 1.965 -4.437
N -4.124 3.569 2.235
N 5.025 -3.933 -4.439
N -2.054 -6.109 0.415
N 3.195 -1.501 2.272
N -2.168 -2.490 -7.138
N 1.741 -4.738 -0.108
N 0.051 -1.046 6.510
N 0.450 5.442 -0.726
C -4.072 -5.406 1.429
C -0.885 0.172 -0.580
C 0.145 -5.977 3.582
C -0.706 6.336 -0.821
C -1.805 -3.141 -5.907
C -1.124 -4.306 -3.566
C -0.786 -4.921 -4.784
C -4.701 -3.086 1.373
C -2.085 -2.490 -4.739
C 0.518 -0.255 -0.704
C 3.452 2.514 -0.631
C -1.182 1.549 -0.140
C 4.174 2.950 -1.894
C -1.208 3.294 -4.044
C 5.084 -0.250 1.381
C -0.497 2.038 -4.468
C -5.252 5.780 4.916
C 1.148 -6.726 2.953
C -1.802 0.016 5.375
C -4.108 5.861 5.696
C -2.564 7.113 -2.059
C 1.663 -6.311 1.759
C 3.354 3.085 -3.134
C 0.215 -4.382 1.807
C 2.027 -2.160 -3.339
C 2.946 -3.141 -3.528
C -2.995 4.354 4.221
C 3.752 -1.658 -0.063
C 4.397 -1.636 -4.711
C 4.527 -1.292 -1.138
C -1.519 6.205 -1.888
C -2.539 0.179 4.265
C 5.536 -0.339 -0.952
C -0.330 -4.811 3.010
C -0.919 7.270 0.159
C -0.697 -0.803 5.306
C -1.755 -3.063 -3.558
C -4.928 -4.388 1.819
C -3.643 -2.829 0.558
C -5.238 5.064 3.752
C -4.128 4.331 3.441
C -2.042 8.103 0.062
C 1.175 -5.172 1.186
C -2.956 5.177 5.312
C -1.338 0.922 -5.026
C 0.907 2.781 3.549
C 3.508 -0.628 -4.485
C -2.151 -0.444 3.098
C -2.750 -3.837 0.218
C -1.000 -1.210 3.050
C -1.144 -4.339 -5.969
C 2.319 -0.887 -3.793
C 2.169 1.966 3.666
C -2.847 8.046 -1.058
C 5.871 0.112 0.316
C 4.109 -2.871 -4.213
C -2.989 -5.090 0.698
C 4.030 -1.104 1.158
C 2.773 1.789 5.032
C -0.300 -1.438 4.169
H -2.049 1.171 -5.811
H -4.266 -6.429 1.725
H -2.257 3.243 -4.336
H 1.481 -7.669 3.356
H -0.210 -3.506 1.329
H 6.161 -0.037 -1.789
H 2.536 2.374 -3.214
H -1.966 -2.576 -2.613
H 1.066 -2.386 -2.906
H -0.702 0.102 -5.367
H 4.163 2.223 0.130
H -2.761 -0.302 2.210
H 2.679 -4.158 -3.258
H 3.115 2.767 5.385
H -1.133 3.379 -2.958
H -2.017 0.538 6.301
H -0.781 -4.742 -2.633
H 5.405 -1.439 -5.071
H 4.388 -1.673 -2.143
H 2.880 4.075 -3.138
H -1.221 1.607 0.953
H -0.225 7.354 0.982
H -1.304 5.462 -2.635
H -0.326 -6.395 4.469
H -2.238 8.823 0.849
H -6.148 5.071 3.163
H 6.704 0.791 0.432
H -2.028 5.233 5.862
H 1.143 0.000 0.159
H -3.481 0.706 4.325
H 5.267 0.171 2.359
H 3.759 0.365 -4.838
H 3.655 1.157 4.973
H 2.777 3.279 -0.253
H -3.237 7.024 -2.904
H -3.734 8.669 -1.106
H -6.146 6.323 5.188
H -2.087 1.982 -0.561
H 1.632 -0.062 -3.626
H 2.900 -2.313 -0.208
H -4.055 6.401 6.638
H -5.728 -4.535 2.530
H -0.787 4.209 -4.458
H 0.543 -1.331 -0.865
H -1.959 0.522 -4.201
H -0.697 -1.698 2.132
H 0.634 -1.989 4.165
H 0.956 0.238 -1.576
H 2.042 1.346 5.699
H 0.474 3.043 4.520
H 3.998 3.051 -4.013
H -0.926 -4.787 -6.928
H -0.191 -5.829 -4.719
H -2.542 -1.518 -4.805
H 1.026 3.664 2.920
H -2.111 3.818 3.883
H 0.143 2.173 3.032
H 2.898 1.608 -0.926
H -1.152 -4.275 3.470
H -1.829 -3.598 -0.298
H 2.502 -6.800 1.279
H -5.392 -2.320 1.706
H -3.475 -1.808 0.224
H -0.375 2.239 -0.442
```

Mulliken atomic charge list, values in e, 4 entries: atom 1 (O): -0.660, atom 2 (O): -0.645, atom 3 (O): -0.641, atom 4 (O): -0.627


2.
Computed, not measured: a 8-piece molecular cluster, C60H69F7N2O3 overall at a distorted geometry, with ωB97M-V/def2-TZVPD.

Calculated values
largest force on an atom = 3.87 eV/Å
frontier orbital gap = 8.697 eV
DFT total energy = -3361.83097 a.u.
LUMO = -0.339 eV

XYZ file:
```
141
C60H69F7N2O3, DFT ωB97M-V/def2-TZVPD
F -0.234 3.304 -0.322
F 3.235 7.361 -0.961
F -2.471 -7.198 4.936
F -5.619 2.714 5.728
F 10.142 -4.570 -0.323
F -5.629 -6.598 0.988
F -4.456 2.197 0.293
O -2.563 -3.282 -5.345
O -2.788 -1.204 -5.847
O -2.859 -6.720 -3.859
N -3.391 -2.114 -5.454
N -2.652 -4.989 -2.338
C -6.110 -6.026 -1.238
C 11.551 -2.346 2.819
C -8.444 -4.792 -0.376
C 5.436 -0.720 -3.761
C 0.515 0.262 -3.454
C -2.356 -5.722 -3.508
C -2.814 -7.722 1.377
C 2.498 3.301 2.040
C -4.196 2.563 2.604
C 11.434 -2.766 0.454
C -1.993 -3.454 -4.063
C -3.006 -2.549 -1.792
C -2.278 4.493 2.035
C -2.949 -3.632 -2.855
C 1.781 4.518 -0.355
C -6.601 6.053 6.696
C 10.605 -3.840 0.709
C -2.358 -5.399 1.805
C -2.680 1.060 -1.988
C -1.286 -4.859 -4.169
C -3.529 -1.254 -2.436
C 2.888 8.288 1.178
C -2.899 3.813 0.998
C 2.991 4.830 0.246
C -7.608 -5.404 0.547
C 11.904 -2.012 1.519
C 2.502 9.371 1.955
C 2.959 -0.378 -3.871
C 2.449 9.574 -0.815
C 10.239 -4.185 1.995
C -3.565 3.241 3.638
C -2.609 -6.429 0.912
C -8.120 -4.801 -1.726
C -6.955 -5.421 -2.157
C 8.250 -2.675 -2.391
C 4.289 0.150 -3.246
C -2.608 4.207 3.353
C -2.516 -6.945 3.613
C -6.523 5.950 8.079
C -5.917 3.777 6.503
C -2.316 -5.654 3.169
C 0.945 3.606 0.258
C -6.449 -6.009 0.102
C -0.259 1.393 -2.762
C -5.839 3.653 7.875
C 6.929 -1.936 -2.043
C 6.722 -0.660 -2.906
C -6.141 4.752 8.667
C -1.199 0.784 -1.676
C -3.576 -0.073 -1.444
C -3.851 2.859 1.300
C 2.857 8.410 -0.197
C -2.762 -7.985 2.738
C 3.351 4.219 1.441
C 1.282 2.993 1.448
C 2.085 10.549 1.352
C 1.879 0.712 -4.041
C 2.056 10.649 -0.032
C -6.291 4.961 5.899
C 10.721 -3.434 3.056
H 11.923 -1.759 3.649
H 11.704 -2.526 -0.567
H 3.652 5.538 -0.213
H -4.585 0.336 -1.437
H -3.013 -8.525 0.680
H 0.598 2.287 1.901
H 2.529 9.293 3.034
H -1.236 -5.058 -5.232
H 10.448 -3.697 4.069
H -2.130 -4.863 3.883
H -2.646 -6.225 -0.149
H -6.762 6.805 8.698
H -3.459 -5.474 -1.952
H 3.208 7.359 1.630
H -1.171 -2.795 -3.765
H -3.818 3.015 4.659
H -5.195 -6.513 -1.553
H -2.829 1.082 -3.067
H -2.801 -0.996 -3.198
H -1.104 -0.301 -1.625
H 9.585 -5.032 2.157
H -3.320 -0.347 -0.422
H -7.847 -5.414 1.602
H 8.071 -3.616 -2.901
H -2.014 -2.386 -1.364
H 4.367 1.187 -3.570
H 8.940 -2.039 -2.937
H -6.076 4.673 9.744
H 8.756 -2.912 -1.459
H -0.055 -0.227 -4.245
H 1.485 4.976 -1.291
H 0.433 2.028 -2.223
H -6.703 -5.436 -3.210
H 2.441 9.634 -1.896
H 1.781 11.391 1.961
H -4.495 -1.502 -2.868
H 4.178 0.108 -2.163
H -3.000 2.008 -1.563
H -0.866 1.980 -3.447
H -3.663 -2.856 -0.981
H -6.337 5.021 4.819
H -0.335 -4.889 -3.659
H 6.126 -2.649 -2.204
H -2.120 4.737 4.161
H 2.779 2.822 2.969
H 0.724 -0.486 -2.690
H -5.546 2.708 8.314
H 1.727 11.566 -0.503
H 5.649 -0.436 -4.790
H 12.548 -1.162 1.333
H 1.741 0.835 -5.115
H -0.956 1.193 -0.703
H -2.195 -4.393 1.440
H 5.058 -1.741 -3.780
H 3.226 -0.762 -4.857
H 2.191 1.684 -3.665
H -1.534 5.248 1.812
H -8.776 -4.327 -2.444
H -4.949 1.811 2.804
H 7.554 -0.630 -3.604
H 6.753 0.238 -2.295
H -9.351 -4.307 -0.040
H -6.902 6.985 6.237
H 4.298 4.461 1.907
H -3.981 -3.723 -3.227
H 2.641 -1.216 -3.252
H -2.911 -8.986 3.122
H 6.985 -1.632 -1.001
H -2.648 4.014 -0.034
```

Mulliken atomic charge list, values in e, 4 entries: atom 1 (F): -0.121, atom 2 (F): -0.314, atom 3 (F): -0.329, atom 4 (F): -0.319


3.
Computed, not measured: a 8-piece molecular cluster, C60H70Cl3N10 overall at a distorted geometry, with ωB97M-V/def2-TZVPD.

Calculated values
largest force on an atom = 3.60 eV/Å
net charge = +7
frontier orbital gap = 2.642 eV
DFT total energy = -4253.57619 a.u.
LUMO = -14.560 eV

XYZ file:
```
143
C60H70Cl3N10, DFT ωB97M-V/def2-TZVPD
Cl -5.338 0.758 2.370
Cl -1.124 0.785 5.702
Cl 2.560 5.509 -0.946
N -3.904 1.056 8.307
N 2.187 1.701 -13.293
N -0.971 -4.753 -2.940
N 2.875 -1.995 -7.205
N -3.401 3.688 2.450
N 1.560 0.435 -1.259
N -2.795 -2.704 3.508
N 10.169 1.479 2.068
N -8.989 -1.906 4.176
N 3.367 2.105 3.626
C 3.202 -2.705 -5.962
C -0.226 1.749 0.337
C 0.528 -0.300 -0.739
C -5.721 -0.511 8.035
C -0.022 -4.345 -2.069
C -1.022 -3.351 1.946
C -9.905 -2.570 3.259
C 9.849 2.493 2.823
C -4.693 0.033 8.842
C 3.228 -2.569 -8.396
C -2.109 3.384 0.427
C 5.696 2.388 4.224
C 2.356 -0.726 -7.148
C -2.270 -4.866 -2.542
C -1.933 -3.178 0.903
C 3.003 1.667 -11.025
C -7.287 -2.121 5.904
C 5.079 1.726 2.035
C -2.563 -4.335 -1.311
C 4.308 2.449 4.543
C 3.102 -1.742 -9.584
C 2.440 0.367 -10.834
C -1.532 -3.167 3.268
C 2.860 2.312 -12.225
C 8.494 2.751 3.121
C 9.217 0.716 1.462
C 1.915 2.197 3.982
C -5.133 0.958 6.211
C -3.199 -2.724 1.211
C -5.972 -0.033 6.723
C -0.371 0.383 0.106
C 6.081 2.078 2.927
C 1.734 -0.185 -11.882
C 7.887 0.812 1.839
C 1.723 1.695 -0.981
C -2.537 2.937 3.197
C -2.797 1.672 9.149
C -3.181 -2.485 4.961
C 11.627 1.174 1.959
C -4.095 1.502 7.022
C 3.725 1.872 2.389
C 2.208 0.018 -8.335
C -0.701 -5.007 -4.354
C -3.228 3.844 1.079
C -0.319 -3.742 -0.825
C 2.590 -0.505 -9.569
C 2.120 2.413 -14.606
C -1.532 2.314 2.535
C 7.489 1.937 2.584
C -3.642 -2.503 2.522
C -7.044 -0.730 5.851
C 1.587 0.492 -13.078
C -4.609 4.270 3.048
C -8.735 -0.601 4.118
C 2.605 -0.180 -2.080
C -1.620 -3.755 -0.472
C -7.845 0.006 4.986
C -8.239 -2.642 5.049
C 0.839 2.392 -0.181
C -1.227 2.512 1.135
H -10.469 -3.418 3.648
H 3.710 -3.535 -8.402
H -4.629 -2.096 2.687
H -4.478 -0.270 9.856
H 2.581 2.155 -1.450
H 3.367 -0.511 -1.374
H 3.282 -2.117 -10.581
H 2.290 -1.141 -2.488
H -2.984 -1.430 5.153
H 1.312 2.447 3.109
H 3.439 2.167 -10.173
H -1.276 -0.116 0.419
H -3.842 4.533 0.519
H -4.249 -2.442 5.177
H -6.427 -1.112 8.589
H -1.282 -4.212 -4.820
H -9.201 -0.011 3.343
H 2.179 -0.273 -6.184
H 1.523 1.281 4.423
H 5.301 1.498 1.003
H 3.864 2.643 5.509
H -2.931 -5.177 -3.337
H -3.560 -4.456 -0.913
H 8.361 3.534 3.853
H 1.470 3.265 -14.407
H 1.160 0.009 -13.944
H -5.412 1.558 5.358
H -2.055 0.976 8.760
H 3.005 0.546 -2.787
H 4.210 -3.073 -6.152
H -8.439 -3.702 4.995
H -6.714 -2.639 6.659
H 10.693 3.115 3.083
H 0.500 -1.376 -0.829
H 0.516 -3.415 -0.223
H 3.147 -2.007 -5.127
H -2.680 -3.149 5.666
H -0.028 -3.757 1.833
H -3.917 -2.475 0.443
H -7.670 1.044 4.744
H -3.094 1.286 10.124
H -0.953 -3.453 4.134
H -10.647 -1.864 2.887
H 0.992 3.452 -0.039
H -2.780 2.794 4.240
H -9.351 -2.848 2.362
H -5.354 4.624 2.336
H -5.155 3.491 3.581
H -1.144 -5.984 -4.550
H -2.737 2.732 8.899
H -1.950 3.504 -0.635
H 12.038 1.996 1.373
H 1.775 1.007 -8.327
H 1.322 -1.182 -11.832
H 0.359 -4.886 -4.578
H 7.132 0.100 1.542
H 2.975 1.531 1.690
H 1.775 1.841 -15.467
H 1.026 -4.277 -2.319
H -4.264 5.128 3.626
H 9.569 0.056 0.683
H 1.771 2.986 4.719
H -3.560 2.342 6.604
H 11.711 0.282 1.339
H -0.824 1.799 3.167
H 12.164 1.298 2.899
H 3.292 3.274 -12.458
H 3.099 2.798 -14.891
H 6.397 2.602 5.018
H 2.360 -3.387 -5.837
```

Mulliken atomic charge list, values in e, 4 entries: atom 1 (Cl): -0.731, atom 2 (Cl): -0.700, atom 3 (Cl): -0.700, atom 4 (N): 0.077